# 1
One molecule with the formula C19H25N3O3S in a non-equilibrium geometry. Source: the Open Molecules 2025 dataset; level of theory: ωB97M-V/def2-TZVPD.

Structure (XYZ):
```
51
Properties=species:S:1:pos:R:3:mulliken_charge:R:1
C -0.56096 3.31246 -2.67773 -1.327
N -0.69158 2.99132 -1.27774 0.137
C -1.21296 1.80604 -0.87237 0.727
N -1.28165 1.60284 0.45106 -0.299
C -1.80293 0.48292 0.90511 -0.604
C -2.28548 -0.51619 0.08147 0.102
C -2.24508 -0.31629 -1.29261 -0.693
C -1.70605 0.84895 -1.78660 -0.582
H -1.66279 1.01473 -2.84944 0.426
H -2.64803 -1.07639 -1.94462 0.538
S -2.94641 -2.03136 0.75384 1.310
O -3.85887 -2.57757 -0.20978 -0.750
O -3.41052 -1.75968 2.08295 -0.736
N -1.69968 -3.11700 0.89646 0.181
C -1.19345 -3.73599 -0.30281 -0.967
C 0.03946 -3.01783 -0.85670 -0.141
C 1.09957 -2.90053 0.23635 -0.806
C 0.51399 -2.16200 1.43878 0.469
C -0.72896 -2.90115 1.94030 -1.358
H -1.23832 -2.34438 2.72704 0.431
H -0.43635 -3.88070 2.33785 0.357
H 0.24168 -1.14502 1.14709 -0.345
H 1.24699 -2.10161 2.24511 0.558
H 1.97523 -2.37200 -0.14604 0.286
H 1.41610 -3.90033 0.54394 0.366
H -0.23699 -2.01871 -1.20029 0.018
H 0.42964 -3.57622 -1.70923 0.421
H -2.01468 -3.74007 -1.01986 0.405
H -0.93351 -4.77445 -0.06382 0.371
H -1.85037 0.37440 1.97988 0.445
C 0.01491 3.81940 -0.33150 -1.325
H -0.32340 3.52413 0.66209 0.367
H -0.22427 4.87103 -0.51385 0.445
C 1.53461 3.62690 -0.41622 -0.453
O 1.80522 2.28077 -0.10152 -0.055
C 3.09811 1.85643 -0.05428 0.234
C 4.20891 2.63631 -0.35345 -0.523
C 5.47744 2.08301 -0.27502 -0.602
C 5.65393 0.76412 0.09707 -0.595
C 4.54549 -0.01321 0.39797 -0.301
C 3.27868 0.52542 0.32417 -0.047
H 2.40298 -0.05706 0.56056 0.316
H 4.67127 -1.04413 0.69442 0.420
H 6.64607 0.34350 0.15529 0.369
H 6.33402 2.69805 -0.50908 0.358
H 4.10255 3.66967 -0.64540 0.356
H 2.02445 4.30076 0.30000 0.461
H 1.89670 3.86334 -1.42740 0.473
H -0.22598 4.34388 -2.76944 0.370
H 0.15955 2.66422 -3.18742 0.364
H -1.52713 3.22479 -3.17785 0.429
```

As for the total energy: -1527.17115 a.u. Its LUMO energy is 0.56 eV. As for the charge: 0. Its SMILES is CN(CCOc1ccccc1)c1ccc(S(=O)(=O)N2CCCCC2)cn1. For the frontier orbital gap, the calculation gives 0.3238 hartree. The HOMO energy is -8.2551 eV.

---

# 2
One molecule with the formula C19H25N3O4 in a non-equilibrium geometry. Source: the Open Molecules 2025 dataset; level of theory: ωB97M-V/def2-TZVPD.

Structure (XYZ):
```
51
Properties=species:S:1:pos:R:3:mulliken_charge:R:1
C 3.29543 0.53126 0.03594 -0.902
H 3.69021 0.97080 0.94792 0.439
H 3.67277 -0.48555 -0.04552 0.369
H 2.21073 0.50221 0.10983 0.059
C 3.72756 1.33850 -1.18847 -0.777
N 3.15511 2.66566 -1.22011 0.186
C 2.27120 3.13700 -2.12478 0.975
O 1.97133 4.31141 -2.18913 -0.665
C 1.67013 2.16325 -3.15082 -0.857
H 0.80485 2.68144 -3.57672 0.358
H 2.39496 1.95501 -3.94214 0.352
O 1.27112 0.89278 -2.65182 -0.310
C 0.36812 0.90765 -1.65159 0.605
O -0.07615 1.91317 -1.16560 -0.587
C 0.02429 -0.46989 -1.22816 -0.061
N -0.86578 -0.56310 -0.31714 -0.585
N -1.26353 -1.74957 0.14813 0.692
C -0.56941 -2.92908 -0.04106 0.618
O -0.94990 -3.98294 0.40966 -0.602
C 0.75207 -2.75760 -0.76836 -0.672
C 0.67471 -1.67699 -1.84230 -0.367
H 1.66265 -1.43824 -2.23297 0.243
H 0.05628 -2.01680 -2.68013 0.290
H 1.04570 -3.72259 -1.18160 0.322
H 1.49209 -2.47981 -0.00949 0.198
C -2.42309 -1.71504 0.98320 0.351
C -3.46870 -2.57494 0.69328 -0.391
C -4.61752 -2.58416 1.47326 0.738
C -4.69479 -1.69823 2.53756 -0.875
C -3.64949 -0.83677 2.81844 -1.028
C -2.48953 -0.82565 2.05689 1.089
C -1.36162 0.10046 2.38862 -1.512
H -1.26098 0.86442 1.61930 0.275
H -1.53907 0.58441 3.34545 0.393
H -0.41958 -0.44452 2.44286 0.305
H -3.73103 -0.15918 3.65590 0.355
H -5.57945 -1.68220 3.15746 0.350
C -5.73710 -3.52435 1.14825 -1.476
H -5.36245 -4.54239 1.05924 0.333
H -6.50344 -3.49788 1.91841 0.356
H -6.19374 -3.25263 0.19683 0.326
H -3.38405 -3.25229 -0.14259 0.414
C 3.63185 3.62174 -0.22784 -0.872
C 2.59934 3.86809 0.86702 -1.041
H 2.37916 2.95604 1.41545 0.232
H 1.67946 4.23207 0.41854 0.307
H 2.97197 4.61614 1.56180 0.401
H 4.56454 3.24063 0.19205 0.408
H 3.83127 4.56514 -0.74453 0.436
H 3.45090 0.80300 -2.09569 0.348
H 4.82058 1.44012 -1.18275 0.454
```

As for the total energy: -1204.25214 a.u. Its LUMO energy is 0.02 eV. As for the charge: 0. Its SMILES is CCN(CC)C(=O)COC(=O)C1=NN(c2cc(C)ccc2C)C(=O)CC1. For the frontier orbital gap, the calculation gives 0.3204 hartree. The HOMO energy is -8.6961 eV.

---

# 3
One molecule with the formula C19H25N3O5. Source: the Open Molecules 2025 dataset; level of theory: ωB97M-V/def2-TZVPD.

Structure (XYZ):
```
52
Properties=species:S:1:pos:R:3:mulliken_charge:R:1
C -2.74226 1.30734 5.20783 -0.734
H -3.05281 0.79808 6.12013 0.293
O -2.67042 0.29198 4.23148 -0.466
C -2.30564 0.54710 2.94935 0.498
C -2.31122 -0.57993 2.12772 -0.658
C -1.97158 -0.51093 0.79494 -1.151
C -1.58476 0.70624 0.24929 -0.923
C -1.57445 1.84284 1.05325 0.048
C -1.94020 1.79009 2.39045 1.141
O -1.96148 2.89952 3.19959 -0.492
C -1.65091 4.15252 2.64399 -0.931
H -1.77019 4.86590 3.45830 0.251
H -0.61821 4.19145 2.28192 0.345
H -2.33495 4.41618 1.83102 0.348
H -1.30926 2.78991 0.61083 0.708
C -1.18988 0.74131 -1.17894 0.514
O -1.70235 0.02010 -2.02261 -0.736
N -0.21192 1.62978 -1.48825 -0.067
H 0.34193 2.01680 -0.74096 0.300
C 0.36539 1.68668 -2.81515 -0.952
H 0.84593 2.65550 -2.95577 0.459
H -0.44268 1.55926 -3.53989 0.345
C 1.40684 0.57182 -3.00847 0.659
O 2.59478 0.79654 -3.10911 -0.664
N 0.84328 -0.64846 -3.06800 0.023
H -0.14884 -0.72218 -2.85992 0.349
C 1.62839 -1.85266 -3.01589 -1.730
H 1.23003 -2.58266 -3.72338 0.417
H 2.64712 -1.58863 -3.31289 0.619
C 1.69128 -2.44961 -1.58927 0.350
C 2.36773 -1.43517 -0.71850 -0.786
C 1.86391 -0.48523 0.12132 0.505
C 2.97774 0.25805 0.58395 -1.119
C 4.06715 -0.29199 -0.01383 -0.672
O 3.70672 -1.31919 -0.79935 -0.440
H 5.11075 -0.05413 0.03477 0.502
H 2.96405 1.08412 1.26575 0.494
H 0.83555 -0.35776 0.39029 1.075
N 0.38292 -2.77686 -1.03248 0.755
C -0.46543 -3.52814 -1.93823 -1.297
H -0.77807 -2.90268 -2.77072 0.331
H -1.36139 -3.82746 -1.39719 0.391
H 0.02217 -4.43614 -2.32643 0.328
C 0.53222 -3.49489 0.21965 -1.315
H 1.15836 -2.92133 0.89865 0.384
H -0.44850 -3.61913 0.67543 0.394
H 0.98520 -4.48941 0.07995 0.372
H 2.33895 -3.34851 -1.65279 0.357
H -1.97825 -1.38670 0.16669 0.601
H -2.59963 -1.51464 2.58142 0.448
H -3.48064 2.06792 4.94706 0.266
H -1.77342 1.78373 5.36916 0.264
```

As for the total energy: -1279.46041 a.u. Its LUMO energy is 0.49 eV. As for the charge: 0. Its SMILES is COc1ccc(C(=O)NCC(=O)NC[C@@H](c2ccco2)N(C)C)cc1OC. For the frontier orbital gap, the calculation gives 0.3233 hartree. The HOMO energy is -8.3085 eV.

---

# 4
C19H25N4O9PbS2 as an isolated structure in a non-equilibrium geometry. Source: the Open Molecules 2025 dataset; level of theory: ωB97M-V/def2-TZVPD.

Structure (XYZ):
```
60
Properties=species:S:1:pos:R:3:mulliken_charge:R:1
Pb -0.65521 0.09022 -0.51996 1.526
O 0.56198 6.04120 1.00992 -0.586
C 0.70731 5.35525 2.13196 0.435
O 1.02269 5.86736 3.17988 -0.645
C 0.45892 3.89165 2.04871 0.309
C 0.55153 3.04495 3.13333 -0.508
N 0.26438 1.81132 2.69257 -0.058
N -0.00467 1.80126 1.38359 0.013
C 0.10682 3.05175 0.97796 -0.323
C -0.15593 3.35916 -0.46792 0.761
O -0.06265 4.54737 -0.80247 -0.835
O -0.44648 2.38390 -1.21490 -0.743
H 0.30465 5.43536 0.24856 0.494
H 0.80314 3.25815 4.15601 0.538
H 0.27892 0.93236 3.19268 0.064
O -2.44902 -2.37659 -0.40711 -0.494
S -3.21189 -1.58990 0.55397 0.897
O -2.37050 -0.94181 1.55730 -0.600
O -4.42373 -2.18363 1.04191 -0.636
S -3.79810 0.12403 -0.61992 -0.374
N -2.99615 -0.65771 -3.67770 -0.303
C -2.44594 0.52900 -4.32747 -0.732
C -0.91468 0.57995 -4.14267 -0.754
N -0.51546 -0.41632 -3.16181 0.386
C -0.82161 -1.78069 -3.58497 -0.499
C -2.27749 -1.85890 -4.08016 -0.767
H -3.97969 -0.74822 -3.89951 0.285
H -3.61473 -0.47628 -1.80538 0.326
H -2.90943 1.40818 -3.87935 0.377
H -2.67361 0.55200 -5.40513 0.298
H -0.61754 1.55981 -3.77177 0.320
H -0.40690 0.42002 -5.10376 0.374
H 0.48564 -0.34910 -2.98345 0.235
H -0.67436 -2.44239 -2.72987 0.086
H -0.13881 -2.10862 -4.37935 0.381
H -2.77276 -2.71875 -3.62948 0.358
H -2.29317 -2.00046 -5.17359 0.349
C 0.96446 -2.06719 4.89019 -1.690
C 1.36237 -1.76711 3.46950 0.987
C 0.99805 -2.61869 2.43930 -0.640
C 1.38596 -2.38354 1.12196 1.488
C 1.00294 -3.37494 0.05161 -1.713
C 2.12931 -1.24006 0.82880 0.325
C 2.50444 -0.35987 1.84776 1.582
C 3.28655 0.88393 1.52621 -1.732
C 2.12860 -0.64662 3.15429 -1.345
C 2.52092 -0.94549 -0.61087 -0.830
O 3.63049 -1.26105 -1.00535 -0.701
O 1.58818 -0.40328 -1.30943 -0.669
H -0.00178 -2.56896 4.92872 0.395
H 0.89489 -1.15564 5.48640 0.351
H 1.69319 -2.71793 5.37835 0.337
H 0.39581 -3.49334 2.65943 0.420
H 1.26696 -4.38535 0.36805 0.459
H 1.51524 -3.17664 -0.88789 0.341
H -0.07427 -3.35931 -0.12824 0.233
H 2.73093 1.52971 0.84252 0.231
H 4.22417 0.63290 1.02983 0.452
H 3.50256 1.45408 2.42991 0.352
H 2.43457 0.02951 3.94825 0.411
```

As for the total energy: -2624.67203 a.u. Its LUMO energy is 2.45 eV. As for the charge: -1. For the frontier orbital gap, the calculation gives 0.3206 hartree. The HOMO energy is -6.2766 eV.